DFT (wB97M-V/def2-TZVPD) results for C9H12ClNSi in the gas phase.

Output
SMILES = C=CC[C@@H]1C=CC=C/C1=N\[SiH2]Cl
M = 197.74 g/mol
ΔE to the lowest compared entry with this formula, charge and spin = 2.5014 eV
HOMO level = -8.794 eV
net charge = 0

Each line ends with the natural charge from an NBO analysis.
Positions of all 24 atoms, in Å:
C (-0.504, 1.976, -1.761)  -0.36
C (0.642, 1.691, -1.162)  -0.20
C (0.917, 1.779, 0.308)  -0.43
C (0.752, 0.405, 1.055)  -0.35
C (2.008, -0.229, 1.260)  -0.13
C (2.199, -1.484, 0.853)  -0.24
C (1.139, -2.336, 0.306)  -0.14
C (-0.044, -1.785, 0.025)  -0.27
C (-0.355, -0.402, 0.320)  0.41
N (-1.471, 0.105, 0.081)  -0.95
Si (-3.019, -0.428, -0.352)  1.31
Cl (-3.802, -1.647, 1.154)  -0.43
H (-0.567, 1.657, -2.752)  0.19
H (-1.333, 2.388, -1.273)  0.19
H (1.351, 1.319, -1.845)  0.19
H (1.830, 2.392, 0.591)  0.22
H (0.213, 2.401, 0.826)  0.22
H (0.248, 0.598, 1.954)  0.26
H (2.908, 0.295, 1.388)  0.21
H (3.203, -1.860, 1.050)  0.21
H (1.398, -3.380, 0.167)  0.22
H (-0.805, -2.374, -0.336)  0.22
H (-2.956, -1.694, -1.185)  -0.21
H (-3.954, 0.613, -0.673)  -0.17

DFT (wB97M-V/def2-TZVPD) results for 2 unconnected molecules or ions with the total composition C4H12.

Output
SMILES = CC.CC
M = 60.14 g/mol
ΔE to the lowest compared entry with this formula, charge and spin = 0.6222 eV
HOMO level = -11.379 eV
net charge = 0

Each line ends with the natural charge from an NBO analysis.
Positions of all 16 atoms, in Å:
C (1.709, 0.195, -0.903)  -0.62
C (2.160, 0.301, 0.537)  -0.63
H (1.828, -0.798, -1.324)  0.21
H (0.666, 0.482, -1.061)  0.21
H (2.125, 0.973, -1.553)  0.21
H (1.837, -0.613, 1.024)  0.21
H (3.173, 0.614, 0.777)  0.22
H (1.652, 1.054, 1.156)  0.21
C (-2.369, -0.599, -0.346)  -0.62
C (-1.409, 0.094, 0.640)  -0.62
H (-3.091, -1.196, 0.199)  0.21
H (-2.870, 0.045, -1.060)  0.21
H (-1.792, -1.347, -0.897)  0.20
H (-1.679, -0.261, 1.634)  0.20
H (-1.591, 1.145, 0.622)  0.20
H (-0.348, -0.090, 0.555)  0.21